# 1
Density functional theory data (ωB97M-V/def2-TZVPD) for a structure of composition C33H40BF3N11OS3V.

```
93
Properties=species:S:1:pos:R:3
V 0.13103 0.42990 -0.18076
C -3.13261 2.33464 -0.37128
C -2.43480 2.10590 0.92607
C -2.66968 2.75927 2.14138
C -1.86147 2.11774 3.04879
N -1.20644 1.13492 2.41569
N -1.53338 1.14124 1.09464
B -0.19584 0.10538 2.92164
N -0.55684 -1.30524 2.34051
C 0.07176 -2.41368 2.78659
C -0.70216 -3.50801 2.50716
C -1.84300 -2.97222 1.87856
C -3.05427 -3.69319 1.38186
N -1.76063 -1.65385 1.78120
N 1.23515 0.57747 2.43999
C 2.35070 0.75677 3.17117
C 3.15032 1.68799 2.55872
C 2.44947 2.06887 1.41190
C 2.77675 3.15914 0.44918
N 1.31413 1.38384 1.31724
N -0.31130 -0.01272 4.44997
C -1.48222 -0.07787 5.12550
C -1.22628 -0.52812 6.39492
C 0.16127 -0.75756 6.41059
C 1.00057 -1.27849 7.53344
N 0.70058 -0.46970 5.23686
H -4.19775 2.13553 -0.23838
H -2.76592 1.67748 -1.15528
H -3.01812 3.36471 -0.70623
H -3.33648 3.58333 2.32354
H -1.70291 2.29888 4.09800
H 1.01092 -2.32940 3.30268
H -0.48355 -4.53756 2.72957
H -3.57450 -4.18498 2.20490
H -2.79868 -4.46527 0.65507
H -3.74752 -2.99181 0.91852
H 2.45409 0.24214 4.10724
H 4.10612 2.05624 2.88720
H 2.75762 4.11682 0.97287
H 2.04861 3.20007 -0.35319
H 3.76864 3.04043 0.01197
H -2.41671 0.17163 4.65248
H -1.93188 -0.66654 7.19534
H 0.55484 -1.03783 8.49766
H 1.99914 -0.84356 7.50255
H 1.10178 -2.36450 7.48604
O -1.51589 -0.67199 -0.98218
C -1.38312 -1.60233 -2.07162
C -0.67488 -2.87470 -1.65778
C 0.53782 -2.62534 -0.76603
C 1.62159 -1.78116 -1.37875
C 2.61593 -2.37895 -2.05950
C 3.84457 -1.65693 -2.32443
C 3.90247 -0.35668 -2.06793
C 2.66067 0.41284 -1.72491
N 1.59974 -0.40651 -1.09619
H -1.89098 -1.07661 -0.16663
H -0.82439 -1.05287 -2.82938
H -2.38210 -1.80590 -2.46384
H -0.36277 -3.39283 -2.56911
H -1.37175 -3.53538 -1.13768
H 0.98137 -3.57878 -0.47786
H 0.21158 -2.18054 0.17504
H 2.57646 -3.45015 -2.20301
H 4.72916 -2.20476 -2.62412
H 4.82870 0.19686 -2.14993
H 2.92678 1.20858 -1.03255
S -0.31915 1.80936 -2.02726
S 3.48031 -2.29054 1.42474
C 3.35753 -3.19327 2.78528
N 3.56668 -2.78218 4.05252
C 3.06149 -3.63423 5.11554
C 3.16944 -5.05132 4.56514
S 2.82714 -4.86730 2.79376
H 3.71345 -1.79430 4.19494
H 2.02212 -3.37978 5.34565
H 3.66106 -3.50998 6.01749
H 2.44214 -5.72076 5.01805
H 4.17190 -5.45460 4.70291
F 4.24918 3.90790 -6.01330
C 4.67543 3.40551 -4.83396
F 5.37319 4.39160 -4.22534
F 5.54824 2.42382 -5.11995
C 3.53041 2.95097 -3.97754
C 3.24330 1.65439 -3.87045
C 2.12311 1.13602 -3.01203
N 1.20787 2.22608 -2.68611
C 1.55986 3.54231 -2.78750
C 2.69398 3.96776 -3.36920
H 3.84135 0.91804 -4.38852
H 1.57163 0.36652 -3.56842
H 0.82658 4.22529 -2.37902
H 2.92431 5.01788 -3.43785
```

The LUMO energy (spin up / spin down) is -0.40 / 0.35 eV. Its HOMO energy (spin up / spin down) is -6.788 / -6.736 eV. The spin multiplicity is 3. Its molecular weight is 821.71 g mol⁻¹. The calculation puts the HOMO-LUMO gap (spin up / spin down) at 6.388 / 7.088 eV.

---

# 2
Density functional theory data (ωB97M-V/def2-TZVPD) for a structure of composition C20H22MoN4O3S7.

```
57
Properties=species:S:1:pos:R:3
Mo 0.87864 -0.09749 0.11895
C 3.15004 -3.22289 0.42245
C 2.19164 -3.30459 1.59905
S 0.47054 -3.19239 1.00385
C -0.56566 -2.53799 2.36385
C -1.95296 -2.27309 1.80725
S -2.04116 -0.93199 0.54655
C -2.55156 -1.80079 -1.01255
C -1.68986 -1.39309 -2.19965
S 0.02154 -1.73439 -1.63415
C 1.21254 -2.01009 -2.99545
C 2.35874 -2.71009 -2.28655
S 2.90264 -1.81469 -0.73515
H 3.11824 -4.12909 -0.17995
H 4.16154 -3.06579 0.80505
H 2.35844 -2.50019 2.31655
H 2.31984 -4.27079 2.08985
H -0.09326 -1.63709 2.75915
H -0.63656 -3.29319 3.14705
H -2.61846 -1.95119 2.60905
H -2.35686 -3.17389 1.34685
H -3.59516 -1.53489 -1.18875
H -2.47176 -2.87199 -0.82915
H -1.80556 -0.34239 -2.46215
H -1.90576 -2.03149 -3.05665
H 1.51324 -1.07789 -3.46655
H 0.74514 -2.66549 -3.73105
H 3.23174 -2.75669 -2.93535
H 2.05494 -3.71539 -2.00175
S -3.53606 6.06871 -0.18495
N -3.00096 5.21611 1.06595
C -2.24956 4.21301 0.62885
C -1.54916 3.24991 1.42145
C -1.48266 3.27121 2.81675
C -0.67646 2.34041 3.44375
C -0.00046 1.39191 2.68905
N -0.08486 1.31561 1.36045
C -0.83366 2.24881 0.72705
C -0.75246 2.22881 -0.69485
N 0.03474 1.25831 -1.22375
C 0.34274 1.38321 -2.52055
C -0.20636 2.33921 -3.35995
C -1.10646 3.26001 -2.85445
C -1.35916 3.23451 -1.48175
C -2.15276 4.20701 -0.79685
N -2.83366 5.20571 -1.34355
H -2.02286 4.02551 3.36385
H -0.56156 2.33731 4.51535
H 0.66234 0.69261 3.18475
H 1.08574 0.69671 -2.90385
H 0.07534 2.35441 -4.40125
H -1.56256 4.01601 -3.47255
O 1.82764 -0.45119 1.77195
S 3.20584 0.24751 1.73375
O 3.33814 1.10891 2.84835
O 4.17704 -0.75319 1.42955
S 2.81704 1.33411 0.01685
```

The LUMO energy (spin up / spin down) is -8.00 / -8.00 eV. Its HOMO energy (spin up / spin down) is -14.219 / -14.216 eV. Its molecular weight is 686.83 g mol⁻¹. Its net charge is +2. The calculation puts the HOMO-LUMO gap (spin up / spin down) at 6.218 / 6.216 eV.

---

# 3
Density functional theory data (ωB97M-V/def2-TZVPD) for an isolated molecule of C18H19NO3S.

```
42
Properties=species:S:1:pos:R:3
O -1.30247 -2.87018 -1.39379
C -1.42011 -2.50277 -0.24791
N -0.40314 -2.35359 0.61762
H -0.60626 -2.05473 1.55887
C 0.98335 -2.43021 0.23104
C 1.79456 -1.22815 0.64842
C 1.23912 -0.13112 1.28912
C 2.03257 0.93682 1.67396
C 3.39050 0.92362 1.41663
C 3.95263 -0.16258 0.76638
C 3.16090 -1.23003 0.38896
H 3.60138 -2.07829 -0.11509
H 5.01175 -0.17867 0.55536
H 4.00816 1.75703 1.71586
H 1.58185 1.78455 2.16835
H 0.17737 -0.08765 1.48092
H 1.43661 -3.33392 0.66099
H 0.99821 -2.53262 -0.85884
C -2.77700 -2.15223 0.38203
H -3.06817 -2.91219 1.11195
H -3.53422 -2.07425 -0.40301
O -2.65795 -0.90681 1.07207
C -3.26303 0.16009 0.53012
O -3.99163 0.11390 -0.42377
C -2.92081 1.42669 1.28242
H -2.07757 1.24478 1.94930
C -2.62772 2.58630 0.32346
H -3.08137 3.50808 0.68549
H -3.01164 2.38019 -0.67486
S -0.85815 3.01944 0.21831
C -0.09297 1.87587 -0.90006
C -0.74276 0.82470 -1.52444
C -0.02740 -0.03332 -2.34379
C 1.32772 0.15456 -2.54552
C 1.97073 1.22244 -1.93945
C 1.26649 2.08057 -1.12079
H 1.75705 2.91388 -0.64124
H 3.02586 1.38531 -2.10037
H 1.88000 -0.52310 -3.17884
H -0.54067 -0.85961 -2.81179
H -1.79982 0.66310 -1.39799
H -3.79198 1.67407 1.89396
```

The LUMO energy is 0.58 eV. Its HOMO energy is -8.082 eV. Its molecular weight is 329.42 g mol⁻¹. The structure (SMILES) is O=C(COC(=O)CCSc1ccccc1)NCc1ccccc1. The calculation puts the HOMO-LUMO gap at 8.666 eV.

---

# 4
Density functional theory data (ωB97M-V/def2-TZVPD) for an isolated molecule of C5H13NO.

```
20
Properties=species:S:1:pos:R:3
C -0.35944 0.32711 -0.49082
C 1.10567 -1.19815 0.61326
C -1.69528 0.31771 -1.20784
C -0.53712 1.06460 1.09706
C 0.70578 1.12976 -1.22521
N 0.99698 -2.50499 1.17014
O 0.01550 -0.99439 -0.27751
H 0.14134 -2.61521 1.70257
H 1.87763 -2.95187 1.39285
H 2.05776 -1.10372 0.07444
H 0.86452 -0.29177 1.37867
H 0.32866 2.12863 -1.43778
H -2.38982 -0.33042 -0.67793
H -1.58087 -0.06643 -2.22517
H -2.10070 1.32539 -1.24996
H -1.32825 0.50258 1.59007
H -0.96091 2.03567 0.84284
H 0.28818 1.36728 1.74334
H 0.95083 0.64941 -2.17464
H 1.61954 1.20881 -0.63841
```

The LUMO energy is 0.94 eV. Its HOMO energy is -8.870 eV. Its molecular weight is 103.16 g mol⁻¹. The structure (SMILES) is CC(C)(C)OCN. The calculation puts the HOMO-LUMO gap at 9.811 eV.

---

# 5
Density functional theory data (ωB97M-V/def2-TZVPD) for a cluster of 12 separate species, C48H96O12 in total.

```
156
Properties=species:S:1:pos:R:3
C 12.99758 -20.68440 0.15877
C 14.11244 -21.20416 -0.73498
C 14.12973 -22.68148 -0.36194
O 12.76214 -23.02133 0.04713
C 11.96880 -21.80510 -0.02933
H 12.53426 -19.69305 -0.12655
H 13.28257 -20.62269 1.21220
H 15.08129 -20.74485 -0.51582
H 13.83144 -21.07773 -1.75838
H 14.77685 -23.03744 0.52358
H 14.44591 -23.34773 -1.21104
H 11.15825 -21.87843 0.71286
H 11.41456 -21.78993 -0.99145
C 6.14180 -21.12831 -1.08675
C 7.66251 -20.82814 -1.02838
C 7.74285 -19.42986 -0.58819
O 6.59434 -19.16458 0.23446
C 5.50164 -19.81602 -0.45336
H 5.85040 -22.02628 -0.53058
H 5.80024 -21.26060 -2.13233
H 8.24794 -21.01145 -1.89144
H 8.05340 -21.50895 -0.26116
H 7.59361 -18.85473 -1.49626
H 8.64808 -19.20244 -0.05702
H 5.12234 -19.20080 -1.28073
H 4.64472 -20.06065 0.15125
C 10.36814 -16.21963 5.76248
C 11.70959 -16.74228 6.23884
C 11.52788 -16.86646 7.74689
O 10.17819 -17.22639 7.90480
C 9.41416 -16.58447 6.91144
H 10.01163 -16.77452 4.88141
H 10.36262 -15.18866 5.50895
H 12.46240 -15.96043 6.00497
H 11.98735 -17.68964 5.82080
H 11.73757 -15.94405 8.25329
H 12.13490 -17.68847 8.09313
H 8.96677 -15.69354 7.29538
H 8.64005 -17.28350 6.61221
C 11.86074 -16.08168 1.92123
C 10.74351 -15.31696 1.22566
C 10.31366 -16.41586 0.31667
O 11.49670 -17.06963 -0.19359
C 12.48622 -16.89032 0.79603
H 11.47950 -16.75091 2.73603
H 12.57938 -15.41062 2.43485
H 11.19648 -14.48510 0.65360
H 9.90482 -14.93804 1.86776
H 9.72185 -16.02935 -0.52876
H 9.64063 -17.12951 0.80596
H 13.24252 -16.38412 0.23300
H 12.89185 -17.86195 1.06267
C 9.71724 -18.45999 -4.63267
C 10.52309 -18.08516 -3.40346
C 10.89203 -19.47105 -2.87830
O 9.90765 -20.35446 -3.36962
C 8.95031 -19.67165 -4.16161
H 10.46332 -18.70703 -5.45776
H 9.01918 -17.65491 -4.91500
H 9.97767 -17.45770 -2.69363
H 11.38817 -17.50609 -3.76041
H 10.92241 -19.46464 -1.79147
H 11.90319 -19.84221 -3.20392
H 8.01114 -19.39099 -3.60578
H 8.59730 -20.32409 -5.00403
C 10.84022 -20.13015 3.68069
C 10.10055 -19.91211 2.40259
C 9.08979 -18.82973 2.82783
O 8.66405 -19.20790 4.15061
C 9.67382 -20.04898 4.68363
H 11.60567 -19.37911 3.85218
H 11.40797 -21.06087 3.61898
H 9.56402 -20.83231 2.16223
H 10.74988 -19.67811 1.56440
H 8.19341 -18.80551 2.22412
H 9.51075 -17.82225 2.80913
H 9.30585 -21.05078 4.84677
H 10.00374 -19.62840 5.64994
C 15.83144 -19.22642 2.69478
C 14.66567 -18.72275 3.55850
C 15.35102 -17.72068 4.51293
O 16.61802 -17.36195 3.98187
C 17.05514 -18.58201 3.42559
H 15.67798 -18.91128 1.66498
H 15.87826 -20.28220 2.63365
H 14.18024 -19.47219 4.17471
H 13.91313 -18.30079 2.93374
H 15.41610 -18.12978 5.55325
H 14.82537 -16.77139 4.66960
H 17.34192 -19.28037 4.26375
H 17.91867 -18.37362 2.80298
C 13.45112 -20.76200 10.58898
C 12.03005 -21.30238 10.25710
C 11.82920 -21.07097 8.78297
O 13.00373 -20.48147 8.28519
C 14.06851 -20.72019 9.20533
H 13.93722 -21.55423 11.18232
H 13.41232 -19.86881 11.18571
H 11.35320 -20.75865 10.88157
H 11.97890 -22.39610 10.47565
H 10.97394 -20.45224 8.53386
H 11.70752 -22.00010 8.21840
H 14.78544 -19.90365 9.14119
H 14.48277 -21.68415 8.89069
C 13.62620 -23.04107 4.31519
C 13.60814 -22.12867 5.58910
C 15.05955 -21.73871 5.79477
O 15.68423 -21.81844 4.50267
C 15.09927 -22.98719 3.88535
H 12.99819 -22.67320 3.49152
H 13.35648 -24.05299 4.58356
H 13.15144 -22.59716 6.44811
H 12.96462 -21.25988 5.42073
H 15.58997 -22.45563 6.49211
H 15.16948 -20.73836 6.15728
H 15.64614 -23.88031 4.30739
H 15.33375 -22.96992 2.81308
C 7.58033 -24.60033 3.89333
C 8.52957 -24.72726 5.08357
C 9.88144 -24.27347 4.55667
O 9.61333 -23.23849 3.64219
C 8.30603 -23.50796 3.05723
H 6.54365 -24.31971 4.19917
H 7.56498 -25.47681 3.22857
H 8.64081 -25.73056 5.48893
H 8.32583 -24.08735 5.93218
H 10.45107 -25.10977 4.07983
H 10.47483 -23.82031 5.36788
H 8.35204 -23.81000 2.01388
H 7.84175 -22.54285 2.96689
C 5.73888 -16.20798 2.44879
C 5.93547 -16.90479 3.81237
C 7.04715 -16.07554 4.48914
O 7.62223 -15.28026 3.47144
C 7.11548 -15.57114 2.20203
H 5.00711 -15.41514 2.63551
H 5.37874 -16.82527 1.64319
H 6.22740 -17.95725 3.81060
H 5.05028 -16.87998 4.44604
H 7.82967 -16.75648 4.84372
H 6.71237 -15.39670 5.28269
H 7.80863 -16.25478 1.65964
H 6.99472 -14.61299 1.72992
C 5.93296 -20.66164 3.42259
C 5.01085 -21.81784 3.03975
C 4.66834 -22.48070 4.35697
O 5.55089 -21.99884 5.32971
C 5.82213 -20.60633 4.95792
H 5.57991 -19.70183 3.03138
H 6.93136 -20.85234 3.12290
H 5.56503 -22.49644 2.35039
H 4.12420 -21.42343 2.52264
H 4.79024 -23.59446 4.31639
H 3.61838 -22.32709 4.73277
H 6.72935 -20.22746 5.45896
H 4.94276 -20.01762 5.22983
```

The LUMO energy is 0.71 eV. Its HOMO energy is -9.303 eV. Its molecular weight is 865.28 g mol⁻¹. The structure (SMILES) is C1CCOC1.C1CCOC1.C1CCOC1.C1CCOC1.C1CCOC1.C1CCOC1.C1CCOC1.C1CCOC1.C1CCOC1.C1CCOC1.C1CCOC1.C1CCOC1. The calculation puts the HOMO-LUMO gap at 10.009 eV.